Molecular formula: C6H9N
Method: DFT, ωB97M-V with the def2-TZVPD basis set

As for the largest force on an atom: 0.4 eV Å⁻¹. As for the frontier orbital gap: 10.037 eV. Its SMILES is C=C=C1C[C@@H]2N[C@H]12.[H][H]. The LUMO energy comes out at 1.1 eV. As for the highest occupied orbital energy: -8.942 eV. As for the energy relative to the best compared isomer or geometry (same formula, charge and spin): 110.8 kcal/mol.

Last column: Mulliken charge in e.
Element x y z (Å)
C1 0.01345 0.49330 -0.05817  0.09
H1 -2.69498 1.18646 -1.82648  0.25
C2 0.34496 -0.71337 0.77391  -0.14
H2 2.05200 -1.68329 1.26838  0.25
H3 -1.45801 -2.03971 -1.36052  -0.20
C3 -0.81194 0.70759 -1.04124  0.26
C4 1.21063 0.12025 1.64638  -0.20
H4 -0.29220 -1.55818 1.01047  0.51
H5 0.35774 2.14461 1.35395  0.26
H6 1.36454 0.06143 2.71845  0.41
H7 1.79077 1.81526 0.31909  0.27
C5 0.91977 1.37630 0.81404  -0.55
H8 -1.35524 0.80284 -3.05556  0.26
N1 1.81730 -0.85010 0.72857  -0.60
C6 -1.66094 0.90442 -2.01641  -1.04
H9 -1.59785 -2.76781 -1.27485  0.19